Computed, not measured: the molecule H2N4O3 at a distorted geometry, with ωB97M-V/def2-TZVPD.

Properties
DFT total energy: -445.6835 Eh
ΔE to the lowest compared entry with this formula, charge and spin: 2.361 eV
HOMO energy: -9.718 eV
Frontier orbital gap: 9.29 eV
Net charge: 0
LUMO level: -0.43 eV
SMILES: NN(N=O)[N+](=O)[O-]

Each line ends with the natural charge from an NBO analysis.
Positions of all 9 atoms, in Å:
N  0.231  1.560  0.039  0.23
N  -1.114  -0.485  -0.003  -0.62
N  -0.034  0.274  0.169  -0.09
N  1.381  -0.777  -0.040  0.63
O  2.410  -0.246  0.247  -0.27
O  -0.642  2.317  -0.305  -0.37
O  1.057  -1.862  -0.427  -0.27
H  -1.457  -0.661  0.950  0.38
H  -1.832  -0.121  -0.630  0.39